18
Properties=species:S:1:pos:R:3 method="wB97M-V/def2-TZVPD" smiles="C1=C[C@@H]2C[C@H]2C=CC1" lumo_energy_ev=0.79 de_lowest_kcal_mol=221.0 multiplicity=1 total_energy_ev=-8448.68624 gap_ev=8.5
C -1.53330 -0.00517 -0.75606
C -1.06906 -0.73716 0.30746
C 0.21837 -1.50777 -0.06209
C 1.57713 -1.75569 0.60114
C 1.07007 -0.29472 0.66091
C 0.93425 0.84827 -0.12377
C -0.00334 1.78849 0.15696
C -1.22563 1.48308 -0.79444
H -0.96341 -0.58862 -1.41063
H -1.25548 -0.39442 1.41520
H 0.28807 -1.65561 -1.16235
H 1.53316 -2.07215 1.60674
H 2.46611 -1.99155 -0.19610
H 0.48563 -0.13646 1.69377
H 1.00403 0.74121 -1.24404
H -0.37477 2.06974 1.26003
H -2.19455 2.00307 -0.40036
H -0.95727 2.20544 -1.55239